C10H23Cl2IN2O10P | the ωB97M-V functional and the def2-TZVPD basis

LUMO energy   0.0776 hartree
Total charge   -1
Frontier orbital gap   8.0 eV

Each line ends with the natural charge from an NBO analysis.
Cartesian coordinates (Å):
C1 0.1753 -0.1002 5.6609  -0.631
C2 0.2709 -1.1163 4.4407  -0.229
N1 0.7187 -0.4539 3.2015  -0.638
C3 -0.4143 -0.2183 2.2872  0.527
O1 -1.3592 0.5575 3.0083  -0.545
C4 -2.7128 0.1384 2.7970  -0.070
C5 -3.3205 -0.6857 4.0001  -0.642
O2 0.1054 0.4667 1.1476  -0.494
C6 -0.7926 0.4128 0.0695  0.100
Cl1 -1.7886 1.9621 0.1126  -0.104
C7 -0.0582 0.2028 -1.3185  0.088
O3 -0.9851 0.1784 -2.4201  -0.704
N2 1.0717 1.0867 -1.5308  -0.653
C8 0.7059 2.4113 -2.0686  -0.229
C9 1.4381 2.7326 -3.4526  -0.446
C10 2.6089 3.8047 -3.2557  -0.505
I1 4.4863 2.7127 -3.0239  0.053
P1 0.6716 -1.5624 -1.2748  2.239
O4 1.4095 -1.8754 0.0126  -1.109
O5 1.7302 -1.7684 -2.5578  -0.950
O6 -0.5984 -2.6278 -1.5694  -0.943
H1 0.5937 0.8752 5.2816  0.232
H2 0.7913 -0.4429 6.5270  0.199
H3 -0.8754 0.1182 5.9757  0.201
H4 -0.7168 -1.6302 4.3049  0.168
H5 0.9932 -1.9248 4.7498  0.197
H6 1.3800 -1.0802 2.7308  0.393
H7 -0.8328 -1.2306 2.0322  0.128
H8 -2.8541 -0.5000 1.8804  0.165
H9 -3.3173 1.0718 2.6366  0.196
H10 -4.4062 -0.8599 3.7438  0.209
H11 -3.2697 -0.1346 4.9737  0.216
H12 -2.8617 -1.7024 4.0837  0.206
H13 -1.4923 -0.4639 0.1979  0.181
H14 -1.8773 0.3503 -2.0760  0.473
H15 1.7997 0.6667 -2.1070  0.404
H16 1.1192 3.1805 -1.3479  0.180
H17 -0.3866 2.6124 -2.1372  0.217
H18 1.8609 1.8198 -3.9377  0.241
H19 0.7327 3.2001 -4.1953  0.216
H20 2.3963 4.4917 -2.4001  0.215
H21 2.6614 4.4479 -4.1777  0.217
H22 1.8736 -2.7322 -2.6531  0.539
H23 -1.1399 -2.6401 -0.7648  0.482
O7 -0.5326 -2.6210 -5.3012  -0.872
Cl2 0.8918 -2.7478 -5.5183  2.542
O8 1.4563 -3.6357 -4.5146  -0.913
O9 1.5153 -1.4465 -5.4201  -0.874
O10 1.1343 -3.3000 -6.8331  -0.873


C10H23N2O6PdS | the ωB97M-V functional and the def2-TZVPD basis

LUMO energy (alpha / beta)   -0.3377 / -0.5116 hartree
Total charge   +3
2S+1   5
Frontier orbital gap (alpha / beta)   8.7 / 6.8 eV

Each line ends with the Löwdin spin population.
Cartesian coordinates (Å):
Pd1 0.1891 -0.3567 -0.3821  1.572
C1 3.4836 -2.4354 -2.7360  0.043
C2 2.7407 -1.7988 -1.6236  0.359
C3 3.3790 -1.6066 -0.2825  0.051
O1 1.9083 -0.7288 -1.9720  0.153
C4 1.3650 -3.1923 -1.0530  0.111
O2 1.6945 -4.2012 -1.5141  0.200
O3 0.5953 -2.5428 -0.3893  0.159
H1 4.4607 -1.9571 -2.8600  0.020
H2 2.9411 -2.3805 -3.6806  0.001
H3 3.6866 -3.4861 -2.5283  0.005
H4 4.2995 -1.0265 -0.4010  0.022
H5 3.6747 -2.5555 0.1625  0.004
H6 2.7052 -1.0725 0.4115  0.001
H7 1.8782 -0.6257 -2.9416  0.003
C5 -5.0123 1.0435 0.4260  0.002
O4 -3.6073 1.3544 0.4889  0.006
C6 -2.6890 0.5227 0.1403  0.010
O5 -1.4859 0.8751 0.2426  0.113
N1 -3.0045 -0.7066 -0.3209  0.009
N2 -1.9784 -1.5470 -0.7926  0.126
H8 -5.5125 1.9411 0.7927  0.000
H9 -5.2554 0.2037 1.0812  0.000
H10 -5.3287 0.8514 -0.6016  0.000
H11 -3.9706 -1.0261 -0.3582  0.002
H12 -2.1043 -1.7431 -1.7932  0.000
H13 -1.9626 -2.4387 -0.2830  0.001
C7 0.9626 5.4625 0.9239  0.011
C8 0.7294 4.1490 0.2309  0.071
S1 0.9784 2.6979 1.3773  0.389
O6 1.2311 1.5096 0.5094  0.432
C9 2.5770 3.0078 2.2832  0.063
C10 3.7300 3.2454 1.3416  0.030
H14 0.7287 6.2549 0.2053  0.006
H15 1.9903 5.6140 1.2426  0.000
H16 0.2891 5.6282 1.7642  0.002
H17 1.3985 3.9887 -0.6171  0.009
H18 -0.3046 4.0653 -0.1085  0.000
H19 2.7289 2.1205 2.8995  0.000
H20 2.3777 3.8545 2.9413  0.000
H21 3.9149 2.3972 0.6833  0.002
H22 4.6175 3.3622 1.9726  0.009
H23 3.6353 4.1544 0.7512  0.001


C10H23N2OP | the ωB97M-V functional and the def2-TZVPD basis

LUMO energy   -0.0447 hartree
Frontier orbital gap   4.2 eV
Energy relative to the best compared isomer or geometry (same formula, charge and spin)   362.96 kJ/mol

Each line ends with the natural charge from an NBO analysis.
Cartesian coordinates (Å):
C1 -0.3517 0.5130 5.1743  -0.929
P1 -1.0955 1.2299 3.6586  0.773
C2 -2.7013 0.3402 3.5137  -0.939
C3 0.0692 0.5927 2.3589  -0.339
C4 -0.0462 -0.8676 1.9089  -0.416
C5 0.8649 -0.8699 0.6288  -0.336
C6 0.2033 -1.7935 -0.4324  -0.225
N1 0.4211 -3.2140 -0.1484  -0.808
C7 0.6697 0.5308 0.1834  0.304
N2 0.1975 1.3136 1.0785  -0.436
H1 0.5899 1.0025 5.4109  0.244
H2 -1.0488 0.6248 6.0003  0.251
H3 -0.1475 -0.5558 5.0659  0.219
H4 -3.4284 0.9733 3.0159  0.248
H5 -2.6397 -0.6379 3.0382  0.229
H6 -3.0409 0.1698 4.5353  0.247
H7 1.0395 0.7485 2.8474  0.227
H8 0.2634 -1.4826 2.7464  0.240
H9 -1.0641 -1.0037 1.5520  0.219
H10 1.8884 -1.2045 0.7800  0.274
H11 0.6129 -1.5905 -1.4257  0.264
H12 -0.8710 -1.6151 -0.4949  0.184
H13 1.3332 -3.4618 -0.5152  0.364
H14 0.4775 -3.3971 0.8475  0.340
H15 0.9262 0.8020 -0.8562  0.311
H16 0.0175 2.2970 0.9178  0.450
C8 0.5580 -0.0880 -5.3863  -0.626
C9 0.6266 0.6945 -4.0614  0.124
C10 0.6633 2.1996 -4.3988  -0.625
O1 1.7466 0.3411 -3.3732  -0.980
H17 1.4433 0.1078 -5.9944  0.195
H18 0.5000 -1.1615 -5.1945  0.192
H19 -0.3260 0.1915 -5.9782  0.170
H20 -0.3647 0.5217 -3.5545  0.049
H21 1.5500 2.4406 -4.9881  0.197
H22 0.6837 2.7987 -3.4833  0.175
H23 -0.2197 2.5099 -4.9771  0.171


C10H23N5 | the ωB97M-V functional and the def2-TZVPD basis

LUMO energy (alpha / beta)   -0.2059 / -0.3803 hartree
Total charge   +2
2S+1   3
Frontier orbital gap (alpha / beta)   9.8 / 6.7 eV

Each line ends with the Löwdin spin population.
Cartesian coordinates (Å):
C1 -1.3739 -1.5154 0.9812  0.134
C2 1.6728 2.7399 -1.1537  0.010
C3 0.6183 2.1815 -0.1911  0.000
C4 1.9197 1.5742 -2.1063  0.065
C5 0.8461 0.6542 -0.2015  0.036
C6 -1.4268 -2.9214 1.4464  0.020
C7 1.3208 0.0784 1.1206  0.020
C8 -0.8698 -2.2709 -1.2687  0.013
C9 2.3995 -0.8006 -1.5536  0.063
C10 -3.0293 1.3317 2.3914  0.038
N1 -1.9719 -0.6354 1.7319  0.207
N2 -0.8702 -1.2317 -0.2598  0.156
N3 1.7003 0.4149 -1.2841  0.535
N4 -0.5431 0.0290 -0.5840  0.164
N5 -2.0319 0.6293 1.6556  0.370
H1 1.3339 3.6361 -1.6648  0.000
H2 2.5908 2.9802 -0.6187  0.000
H3 0.7291 2.5996 0.8066  0.000
H4 -0.3795 2.4192 -0.5643  0.000
H5 1.2243 1.5959 -2.9571  0.035
H6 2.9292 1.5558 -2.5204  0.014
H7 -2.1952 -3.4851 0.9149  0.009
H8 -1.6858 -2.9375 2.5017  0.002
H9 -0.4805 -3.4390 1.3033  0.002
H10 1.4219 -1.0035 1.1003  0.000
H11 0.6643 0.3551 1.9403  0.003
H12 2.3027 0.4963 1.3334  0.000
H13 -0.5575 -1.8632 -2.2286  0.000
H14 -0.1953 -3.0830 -0.9916  0.006
H15 -1.8692 -2.6967 -1.3801  0.004
H16 2.0042 -1.6287 -0.9717  0.002
H17 2.3509 -1.0402 -2.6179  0.017
H18 3.4602 -0.6890 -1.2997  0.033
H19 -3.6241 0.6247 2.9673  0.001
H20 -2.5632 2.0583 3.0628  0.016
H21 -3.6811 1.8932 1.7159  0.016
H22 -0.7044 0.2231 -1.5724  0.000
H23 -1.4359 1.1707 1.0165  0.007


C10H23NSi | the ωB97M-V functional and the def2-TZVPD basis

LUMO energy   0.0284 hartree
Frontier orbital gap   8.0 eV
Energy relative to the best compared isomer or geometry (same formula, charge and spin)   239.93 kJ/mol

Each line ends with the natural charge from an NBO analysis.
Cartesian coordinates (Å):
C1 0.8101 2.2294 2.4127  -0.367
C2 0.5786 2.0848 1.1019  -0.666
C3 -2.0270 1.9253 -0.8641  -0.644
C4 -2.9341 -2.2177 -0.0950  -0.617
C5 3.4993 -0.0290 -0.9043  -0.585
C6 1.1053 -2.4184 0.8701  -0.630
C7 -1.7435 0.4881 -1.3680  -0.238
C8 -2.2193 -0.9604 0.5920  -0.221
C9 1.9303 0.2576 -1.1624  -0.971
C10 1.4994 -1.0233 1.5045  -0.967
N1 -1.2090 -0.4543 -0.4187  -0.724
Si1 0.9385 0.3300 0.3858  1.814
H1 0.7227 3.2318 2.7835  0.196
H2 1.3530 1.4826 3.0347  0.192
H3 0.0290 2.8953 0.6219  0.238
H4 -2.0856 1.8817 0.2502  0.206
H5 -1.2354 2.6098 -1.1905  0.194
H6 -3.0245 2.3870 -1.0746  0.207
H7 -3.5602 -1.9248 -0.8959  0.208
H8 -2.1199 -3.0093 -0.1944  0.215
H9 -3.5458 -2.6185 0.7095  0.195
H10 3.5161 -0.9323 -0.3624  0.196
H11 3.9279 -0.1406 -1.8999  0.216
H12 3.8736 0.7915 -0.2537  0.200
H13 0.7328 -3.1940 1.6516  0.222
H14 0.3531 -2.1962 0.0921  0.249
H15 2.0299 -2.8835 0.3141  0.209
H16 -2.6880 0.1737 -1.6845  0.177
H17 -1.0780 0.5742 -2.2021  0.184
H18 -2.8653 -0.0813 0.9658  0.165
H19 -1.7211 -1.3538 1.4104  0.177
H20 1.7286 -0.6827 -1.7952  0.251
H21 1.9190 1.0383 -1.8578  0.237
H22 2.6243 -0.9714 1.7356  0.248
H23 0.9782 -0.8072 2.3774  0.234